DFT (wB97M-V/def2-TZVPD) results for a structure of composition C21H28CdN4O7P2SSe in a non-equilibrium geometry.

Positions of all 65 atoms, in Å:
1 Cd 9.9763 14.1493 9.4798
2 O 6.7884 14.1102 7.6059
3 C 7.9421 13.6712 7.4453
4 O 9.0403 14.4056 7.4976
5 C 8.1033 12.1810 7.3497
6 C 7.0258 11.4856 6.7635
7 C 7.0090 10.0794 6.7388
8 C 7.9706 9.3801 7.3677
9 C 9.0312 10.0378 7.9182
10 C 9.1719 11.4313 7.9208
11 O 10.1313 12.0527 8.4892
12 N 10.0162 9.2449 8.6851
13 O 10.6767 9.7178 9.5944
14 O 10.1465 8.0795 8.3289
15 N 5.8776 9.3505 6.1719
16 O 4.9115 9.9575 5.8598
17 O 5.9506 8.1339 6.0950
18 H 6.1889 12.0205 6.4588
19 H 7.7918 8.3269 7.5161
20 C 8.5586 17.3022 7.8606
21 P 8.9728 16.6450 9.5291
22 C 9.7588 18.1695 10.2107
23 C 7.3029 16.5941 10.3650
24 C 6.6234 15.1936 10.4545
25 P 7.7584 13.7316 11.0003
26 C 8.0079 13.9180 12.8620
27 C 6.7844 12.2300 10.7859
28 H 9.4461 17.2403 7.3244
29 H 8.2079 18.3294 7.9966
30 H 7.8511 16.5855 7.4617
31 H 9.5680 19.0381 9.6627
32 H 10.8446 18.0116 10.0568
33 H 9.4975 18.3064 11.2027
34 H 6.6583 17.3535 9.9674
35 H 7.5551 16.9743 11.3722
36 H 6.4158 14.9836 9.4329
37 H 5.6412 15.1806 10.9670
38 H 7.0088 13.7917 13.3818
39 H 8.2857 14.9563 12.9374
40 H 8.7378 13.2948 13.3601
41 H 5.7454 12.3513 11.0817
42 H 7.2722 11.3623 11.2967
43 H 6.7060 12.0581 9.7130
44 Se 12.7817 12.3600 8.4705
45 N 12.2840 13.7781 9.4752
46 C 13.3924 14.3767 9.9283
47 C 13.3969 15.5115 10.7935
48 C 14.6282 15.9437 11.1924
49 C 15.8395 15.2286 10.9033
50 C 15.8871 14.1828 10.0387
51 C 14.6166 13.6852 9.5310
52 N 14.5188 12.6593 8.6818
53 H 12.4397 16.1028 11.0137
54 H 14.7898 16.9107 11.7782
55 H 16.7310 15.5684 11.3189
56 H 16.9032 13.6971 9.7563
57 C 11.1093 15.9705 13.7197
58 S 11.3404 14.3423 12.9995
59 C 12.7836 13.6735 13.8490
60 H 11.0151 15.8446 14.7673
61 H 10.1930 16.3695 13.2120
62 H 12.0039 16.5746 13.5840
63 H 13.6903 14.2370 13.6083
64 H 12.8054 12.6021 13.4936
65 H 12.5946 13.6907 14.9631

Its orbital gap is 6.8 eV. Its spin multiplicity is 1. Its energy above the lowest of the compared OMol25 structures with the same formula, charge and spin is 16.6 kcal/mol. The LUMO energy is -1.31 eV. The calculation puts the maximum force at 2.82 eV/Å. The molecular weight is 733.86 g mol⁻¹. Its HOMO energy is -8.15 eV.